# 1
This record from the OMol25 dataset describes 8 unconnected molecules or ions with the total composition C24H63Cl2O24P5 in a non-equilibrium geometry. The level of theory is ωB97M-V with the def2-TZVPD basis set.

Geometry (Å):
O: 18.84138 -23.05416 -15.18564
C: 24.89441 -20.10217 -12.25977
H: 21.02496 -21.53260 -14.83638
H: 19.81675 -24.12198 -13.52210
H: 25.51712 -20.70856 -11.60513
H: 17.39511 -17.16361 -4.53576
P: 23.63506 -21.31958 -14.15701
H: 17.08453 -23.52148 -11.54859
H: 18.02949 -24.11015 -13.73871
O: 16.49541 -21.07408 -8.76197
H: 22.52243 -24.21121 -16.87583
H: 22.40004 -15.14908 -6.72435
H: 23.06137 -23.29539 -9.08249
H: 16.35608 -20.15296 -5.84563
Cl: 20.11990 -22.54515 -11.27234
C: 18.96084 -26.54147 -9.74719
H: 24.38395 -23.86791 -14.10917
C: 22.98462 -24.29215 -9.51752
O: 21.38793 -24.52028 -7.71116
H: 17.13799 -17.03119 -2.80655
H: 17.05204 -19.28189 -3.03943
H: 18.11152 -21.47175 -10.70490
C: 20.60741 -25.15551 -6.85642
H: 20.47374 -19.67219 -6.89094
O: 22.50842 -20.23141 -13.94676
O: 16.05244 -22.85291 -7.04967
O: 24.33679 -16.34537 -8.04875
C: 14.43964 -25.91704 -7.57160
O: 18.42367 -19.53204 -4.53725
C: 21.15988 -20.62525 -14.25177
H: 14.38003 -23.58071 -6.14448
C: 15.41129 -23.34992 -5.87956
H: 14.02270 -20.66993 -9.97655
H: 24.00557 -24.62109 -9.70966
H: 18.72043 -19.07209 -2.51467
H: 13.87258 -22.21403 -10.70908
O: 18.01849 -26.22193 -8.75025
P: 16.51284 -25.88549 -9.15684
O: 18.71173 -22.03696 -17.44089
H: 15.49565 -22.65452 -5.04665
H: 23.88073 -20.00686 -11.86838
C: 16.48432 -24.39562 -11.29115
H: 22.43585 -16.29473 -5.31736
H: 14.67097 -19.54744 -5.25821
C: 22.02189 -16.08090 -6.29825
H: 18.47251 -26.99453 -10.61561
O: 15.86423 -27.02960 -9.83252
H: 25.27300 -19.08070 -12.17989
Cl: 19.77138 -20.30933 -9.51702
H: 22.84704 -24.33006 -13.54307
H: 23.66616 -20.46478 -8.50128
H: 20.66143 -20.80848 -13.30153
H: 22.46676 -24.20762 -10.47180
H: 18.76556 -23.87769 -6.81817
H: 25.07098 -20.58810 -7.44515
H: 19.03163 -25.07888 -14.74447
O: 23.28948 -22.43404 -13.04678
H: 21.08403 -16.95884 -9.29623
H: 18.71085 -22.33722 -9.28073
H: 20.96449 -15.80150 -6.24107
C: 22.27513 -25.25152 -8.58447
P: 15.44528 -21.64994 -7.91637
H: 12.57466 -21.61814 -9.60736
C: 24.54799 -19.93470 -8.14169
C: 18.99846 -21.76781 -10.15787
O: 16.48869 -24.50402 -9.87184
C: 18.99909 -24.10832 -14.23782
H: 21.91083 -16.79201 -10.77219
C: 21.74735 -17.51491 -9.96726
H: 19.11847 -24.89331 -5.39986
H: 21.71153 -26.03592 -9.08288
O: 22.90558 -18.04695 -9.38017
P: 19.33716 -23.31782 -16.69538
C: 23.73675 -23.77582 -13.23216
O: 20.60277 -19.20380 -4.04907
C: 18.02438 -18.88074 -3.32988
H: 22.45635 -22.69889 -17.80087
C: 18.05681 -22.24885 -18.70758
O: 24.93686 -20.58941 -13.59853
O: 24.10061 -18.83106 -7.35214
O: 14.64317 -20.65559 -6.96287
C: 13.64658 -21.67800 -9.78398
O: 22.15563 -17.25874 -7.08000
H: 15.56462 -18.82177 -6.53243
H: 21.44974 -24.05681 -18.31452
H: 15.48952 -24.11049 -11.64892
C: 19.55480 -24.27388 -6.17744
C: 20.02196 -20.25137 -6.09407
H: 14.35932 -26.46564 -6.63433
C: 17.83679 -17.38882 -3.56486
H: 19.67664 -27.32419 -9.47638
C: 19.74452 -19.59884 -4.78571
H: 20.68300 -19.80950 -14.78869
O: 15.84705 -25.64938 -7.71686
H: 14.10590 -26.47762 -8.44135
H: 24.25250 -24.24403 -12.40009
H: 17.96482 -23.29982 -18.97535
H: 21.06326 -18.25666 -10.37986
C: 15.35035 -19.79450 -6.06910
H: 13.87778 -24.99316 -7.45025
O: 23.71336 -21.89704 -15.51272
O: 20.76883 -26.27590 -6.44075
O: 19.03570 -24.65624 -17.23133
H: 18.69384 -21.70882 -19.41074
H: 15.84513 -24.31301 -5.62132
H: 17.06177 -21.80651 -18.71388
C: 21.87585 -23.55123 -17.44826
H: 20.80712 -20.98073 -5.85909
H: 19.58438 -25.67566 -9.98278
H: 25.24196 -19.68849 -8.94327
H: 20.01630 -23.41218 -5.69070
P: 23.43333 -17.52089 -7.97493
H: 18.79613 -16.87442 -3.51381
O: 20.89297 -23.01191 -16.55665
H: 19.16831 -20.86048 -6.38740
O: 14.27171 -22.38495 -8.71740
H: 23.01206 -25.64924 -7.88063
H: 16.77434 -25.31085 -11.80198

Cartesian forces, eV/Å:
0.9 0.4 -0.8
0.0 0.8 0.8
0.7 0.0 -0.2
0.2 1.0 -0.3
-0.1 -0.3 -0.1
-0.1 -0.3 -0.1
0.0 -0.6 -0.5
0.5 -0.4 0.0
0.3 0.0 0.5
-0.2 0.3 0.2
0.0 -0.1 -0.1
0.9 -0.6 -0.3
-0.1 0.0 0.1
-0.3 -0.4 0.7
0.0 -0.5 0.2
0.6 -0.5 -1.0
0.2 0.3 0.1
-0.3 0.1 -0.3
-0.6 1.0 -1.4
0.3 0.3 0.1
0.1 -0.4 -0.3
0.0 0.0 0.0
-0.7 0.1 2.0
-0.5 0.6 0.1
0.3 -0.5 -0.1
0.0 1.1 -0.1
-0.9 -1.1 0.0
0.3 -0.1 0.2
-0.1 -0.2 0.2
-0.8 0.1 0.5
-0.2 0.4 0.5
-0.6 -0.5 -0.2
0.2 0.0 0.6
0.0 -0.2 0.0
0.1 0.0 -0.2
-0.3 -0.2 0.1
-0.3 0.6 0.8
-0.8 -2.8 1.5
0.0 -1.3 0.6
-0.1 0.1 0.0
0.0 -0.5 0.0
-0.6 0.9 -0.6
-0.1 0.3 0.1
0.3 -0.6 0.4
-0.8 0.9 0.4
-0.1 0.5 -0.2
0.3 0.9 -0.6
0.2 -0.1 -0.6
-0.1 0.2 0.0
0.1 -0.3 0.5
0.2 0.0 -0.3
-0.1 0.2 0.0
0.0 0.1 0.0
0.1 -0.2 -0.3
0.0 0.0 0.0
0.1 0.1 -0.2
0.3 0.5 0.4
0.5 -0.1 0.6
0.2 -0.5 -0.3
-0.1 -0.8 0.3
0.8 0.1 1.5
0.3 -1.2 -0.3
0.0 -0.2 0.0
-0.3 -0.6 0.6
-0.2 0.6 0.2
0.1 0.6 -0.1
-1.5 -1.4 -0.3
0.8 -0.2 0.0
-1.9 1.2 -0.8
-0.1 0.0 -0.1
0.2 -0.1 0.0
-0.3 -0.3 0.3
0.3 0.2 0.6
-0.4 -0.5 -1.7
0.0 0.3 0.6
-0.6 0.6 0.1
0.1 -0.1 0.1
0.4 0.5 -0.4
-0.5 -0.1 -0.5
-0.3 0.7 -0.4
0.2 -0.6 -0.3
-0.1 0.1 -0.9
-0.1 -0.3 -0.6
-0.3 -0.2 -0.4
-0.2 -0.2 0.2
-0.1 -0.4 0.3
0.2 0.1 -0.1
0.4 -1.7 0.3
-0.2 -0.3 -0.2
0.2 -0.1 0.2
-0.4 0.1 0.9
0.3 0.4 -0.6
0.1 0.1 0.1
0.9 0.5 -0.8
-0.3 -0.2 0.2
-0.3 0.5 0.5
0.2 0.0 0.1
0.7 -0.5 0.0
0.4 1.3 -0.6
0.1 0.1 -0.3
0.4 0.5 0.8
0.3 -0.4 -1.0
-0.1 0.7 -0.1
-0.3 -0.2 -0.3
0.4 0.2 -0.1
0.1 0.1 0.3
0.4 0.5 -0.3
0.0 0.0 0.0
-0.4 0.2 -0.3
-0.2 0.4 -0.1
0.2 0.0 -0.1
1.8 1.2 0.1
-0.1 0.1 0.1
-0.8 -0.1 0.0
-0.1 0.4 -0.5
0.4 0.6 0.8
-0.1 -0.6 -0.4
0.2 0.0 0.1

Computed properties:
Kohn-Sham gap	10.565	eV
E_LUMO	0.012	Eh
spin multiplicity	1
HOMO level	-10.24	eV

***

# 2
This record from the OMol25 dataset describes 6 unconnected molecules or ions with the total composition C24H64B2F8N4O8 in a non-equilibrium geometry. The level of theory is ωB97M-V with the def2-TZVPD basis set.

Geometry (Å):
H: -16.54874 16.99719 -3.77224
H: -16.81754 8.11626 4.56708
O: -17.61992 9.71223 6.38877
H: -14.34827 18.22516 -2.18526
F: -16.85867 16.91877 1.01004
O: -18.35089 18.32724 -5.13122
F: -17.59930 16.96426 -1.08672
O: -11.27039 23.52255 0.76406
H: -18.47702 21.91065 1.25133
C: -18.00768 21.98264 0.27018
C: -17.80540 11.86589 2.03357
H: -21.65796 16.85473 2.71615
H: -19.80036 19.37570 -6.34235
C: -14.17111 16.17394 -2.54721
H: -14.56940 20.38937 0.15610
H: -16.65197 10.51825 4.02807
C: -19.78452 16.82901 4.29988
H: -16.05108 17.63692 5.77247
C: -21.02989 14.06733 2.16709
C: -18.53163 9.03700 5.49821
H: -18.84388 9.96582 1.96086
H: -18.86320 16.87103 2.43325
H: -14.41821 23.04994 0.03271
H: -18.55631 19.17015 -3.24668
H: -19.11236 10.92669 3.41027
C: -9.91555 23.06731 0.36732
H: -15.92069 19.13891 -4.72481
H: -17.08277 11.60723 1.25962
O: -20.11176 14.86454 1.48302
H: -18.89537 10.70242 7.64116
H: -16.52035 17.57750 -2.22686
H: -21.53570 15.71339 0.29194
H: -19.48021 9.54561 5.32617
H: -15.42302 17.06535 4.33017
C: -16.00604 21.27597 1.38447
H: -17.38625 10.15476 8.43098
C: -11.80842 23.08159 2.02162
H: -18.94656 8.19101 6.04615
H: -14.40855 15.46357 -3.33911
H: -18.64451 12.33082 1.51604
H: -16.63100 20.38560 1.45359
C: -20.65979 16.02201 0.86259
N: -16.18294 17.71930 -3.16821
H: -20.70438 17.26814 4.68604
H: -13.55844 24.28097 1.65926
F: -21.31712 20.06574 3.82539
H: -20.22963 18.96367 -4.74907
H: -14.08105 17.84472 -3.91489
C: -14.48416 21.05290 1.01666
H: -18.21874 8.08576 3.46251
H: -19.67184 17.65725 -6.02095
H: -16.07213 21.81711 2.32834
C: -16.29881 17.59002 4.71203
C: -19.58199 18.64330 -5.56517
H: -9.96746 22.02801 0.04287
H: -13.99467 20.52952 1.83799
H: -18.49437 16.53351 6.05477
H: -13.10017 16.14656 -2.34615
C: -17.95933 19.32199 -4.14593
H: -21.05129 18.11809 1.54523
F: -18.45697 18.39468 0.47371
C: -14.63325 17.57707 -3.01404
H: -17.43259 14.34803 1.60817
C: -17.70754 8.65374 4.23979
C: -18.53667 17.12361 5.13929
H: -19.90100 16.44560 0.20462
C: -14.15221 16.02062 -0.21041
N: -17.21452 9.89734 3.46405
H: -11.49857 22.04384 2.14481
H: -21.85214 14.57216 2.67419
O: -17.10893 12.76496 2.87978
N: -19.63334 17.34589 2.88213
H: -9.54117 23.62088 -0.49379
C: -16.47539 19.10264 -3.78720
H: -20.57598 13.46153 2.95135
H: -16.39799 18.57361 4.25289
C: -16.63645 13.86199 2.17211
B: -20.16595 20.64642 3.33726
H: -21.44401 13.45787 1.36387
C: -20.89667 17.13404 1.98778
H: -13.08937 22.19910 -0.00718
H: -16.53594 9.53109 2.81176
F: -20.23689 21.99744 3.29627
C: -18.36784 10.64916 2.66410
H: -13.73458 22.85924 2.83490
H: -18.40745 22.76630 -0.37337
C: -13.34804 23.23623 1.88803
H: -11.41735 23.60500 2.89409
H: -18.01721 20.34503 -4.51760
F: -19.92228 20.27276 2.03206
B: -17.33344 17.72509 0.00718
H: -15.85595 13.63098 1.44715
F: -16.37572 18.61356 -0.44734
H: -14.62754 15.72752 0.72568
O: -16.63632 22.21051 0.59285
H: -18.57207 8.98090 8.24634
H: -19.93032 15.74915 4.27242
O: -14.84287 15.71755 -1.40017
H: -13.83203 17.06253 -0.20625
F: -19.13561 20.23940 4.09776
N: -13.85210 22.44305 0.60830
H: -18.20326 20.96898 -0.07962
H: -9.16725 23.23224 1.14252
H: -16.26397 19.82017 -2.99440
H: -19.43730 18.33543 2.93198
O: -17.39284 16.77696 4.40026
C: -18.19330 9.87622 7.75335
H: -13.30135 15.34535 -0.12014
H: -18.51139 18.19307 5.34836
H: -16.21403 14.50934 2.94061

Cartesian forces, eV/Å:
-0.3 -0.4 -0.2
0.0 0.1 -0.1
-1.0 -0.6 0.5
-0.3 0.5 -0.3
0.5 -0.2 0.9
4.3 2.8 2.8
-1.2 -1.2 -1.5
0.5 0.0 -0.1
-1.0 0.1 0.9
0.6 0.5 -0.1
0.9 0.7 -1.3
-0.3 0.2 -0.4
1.2 0.5 -0.3
-1.0 -0.3 -0.4
0.6 0.1 -0.2
-0.3 0.7 0.7
0.1 -0.5 -0.2
-0.6 0.3 0.3
-1.0 -0.7 -0.6
0.7 -0.2 0.7
0.4 -0.1 0.0
0.7 -0.1 -0.1
-0.8 0.0 0.0
-0.4 0.2 0.0
0.1 -0.2 0.2
-0.6 0.1 0.4
0.4 0.3 0.4
0.0 -0.4 -0.4
1.4 1.1 0.3
-0.3 -0.3 0.5
-0.9 -0.1 0.5
-0.3 0.6 0.1
0.2 1.0 -0.5
0.0 0.2 -0.5
0.8 -0.4 0.9
0.2 0.4 -0.5
0.4 -0.4 -1.9
0.5 -0.9 -0.4
0.2 -0.2 0.0
-0.1 0.4 0.0
0.4 -0.4 0.1
0.6 0.7 1.9
2.9 1.2 -1.4
0.3 0.2 0.2
-0.2 -0.1 0.3
-0.6 -0.6 -0.1
-0.5 -0.8 0.2
-0.5 0.1 -0.1
-2.5 1.4 -1.2
-0.3 -0.2 0.4
-2.5 0.1 -0.3
0.1 0.0 0.9
1.1 -0.7 -0.2
-2.8 -1.5 -1.7
0.0 -0.2 0.4
0.3 0.6 -0.1
-0.6 0.2 0.2
0.2 0.3 -0.4
1.5 -1.8 -0.2
-0.4 -0.2 0.1
-0.3 0.7 -0.1
-0.1 -0.7 1.0
-0.2 0.3 0.2
-0.3 0.9 0.5
-0.4 0.5 -0.3
0.0 -0.4 -0.1
1.0 -0.8 0.4
-1.6 -0.8 -0.6
-0.3 -0.4 0.3
0.0 0.5 -0.2
-1.2 -1.8 0.8
-1.2 -1.3 0.0
-0.7 0.4 0.1
-1.4 -1.0 0.4
0.5 0.0 -0.3
0.0 0.2 0.2
0.4 1.1 -0.1
-1.8 0.9 0.4
-0.5 -0.6 0.5
0.6 -0.5 -0.2
1.1 0.3 0.1
0.1 -0.1 -0.7
0.0 2.0 0.2
1.2 -0.4 2.3
-0.9 0.0 -0.5
0.3 0.0 0.3
1.9 0.0 -0.8
-0.2 0.4 0.0
-0.3 0.0 -0.2
0.6 -1.3 -2.3
-0.5 -0.7 1.0
0.2 -0.4 -0.1
1.5 2.0 0.0
-1.1 0.6 -0.5
-1.0 0.3 -2.0
-0.5 -0.3 -0.8
0.0 0.0 -0.4
-0.9 0.2 0.3
0.0 0.1 0.3
2.6 -1.2 1.4
0.2 -2.0 2.7
0.3 -0.6 -0.1
-0.3 -0.2 0.3
0.7 0.1 -0.4
0.2 0.6 -0.2
-0.1 -0.3 -0.5
1.0 0.6 -1.0
0.8 0.3 -0.5
-0.1 0.1 0.3
-0.1 0.3 -0.3

Computed properties:
charge	+3
⟨S²⟩	0.754
Kohn-Sham gap (spin up / spin down)	8.784 / 3.274	eV
E_LUMO (spin up / spin down)	-0.262 / -0.465	Eh
spin multiplicity	2
HOMO level (spin up / spin down)	-15.92 / -15.92	eV

***

ΔE to the lowest compared entry with this formula, charge and spin list, top to bottom, in eV: 0.000; 0.000